86
Properties=species:S:1:pos:R:3:lowdin_charge:R:1 method="wB97M-V/def2-TZVPD" multiplicity=1 lumo_energy_ev=1.3 charge=-1
C 1.827 -4.461 -1.866 -0.100
C 0.998 -3.154 -1.400 -0.218
C 1.518 -1.736 -1.712 -0.090
C 0.724 -0.483 -1.243 -0.025
C -0.593 -0.603 -0.447 -0.087
C -1.302 0.749 0.014 -0.352
C -2.511 1.215 -0.934 -0.090
C -1.696 0.730 1.601 -0.086
C -1.150 -2.034 -0.128 -0.148
O -2.374 -2.073 0.579 -0.238
C -2.673 -3.390 1.122 -0.447
Nb -4.277 -3.322 2.739 1.142
C -5.672 -2.090 1.422 -0.390
C -7.141 -2.982 1.305 -0.289
C -8.020 -2.660 -0.093 -0.154
O -8.414 -2.163 1.383 -0.276
C -0.347 -3.265 -0.628 0.016
H 1.177 -5.100 -2.567 0.076
H 2.816 -4.139 -2.370 0.065
H 2.119 -5.124 -0.975 0.075
H 2.476 -1.579 -2.301 -0.007
H 1.158 0.539 -1.498 0.088
H -0.495 1.575 -0.069 0.103
H -3.553 0.946 -0.531 0.079
H -2.407 0.874 -2.019 0.078
H -2.478 2.370 -0.966 0.050
H -1.115 1.548 2.151 0.061
H -2.835 0.867 1.723 0.058
H -1.340 -0.278 2.024 0.073
H -3.062 -4.106 0.295 0.062
H -1.753 -3.918 1.585 0.057
H -5.082 -4.835 2.114 -0.159
H -3.289 -4.314 3.893 -0.201
H -3.495 -1.759 3.338 -0.152
H -5.506 -3.137 4.095 -0.174
H -6.055 -1.152 1.939 -0.040
H -5.320 -1.935 0.348 0.037
H -7.140 -4.109 1.709 0.085
H -8.817 -3.456 -0.283 0.095
H -8.048 -1.577 -0.445 -0.079
H -0.730 -4.333 -0.440 0.092
C -2.810 5.182 1.324 -1.544
Cl -3.639 6.139 0.086 0.521
Cl -3.808 3.809 1.822 0.537
Cl -1.236 4.629 0.731 0.501
H -2.645 5.816 2.192 -0.050
C 5.715 -1.372 -1.944 -1.518
Cl 6.312 -2.996 -2.318 0.519
Cl 4.663 -0.783 -3.239 0.547
Cl 4.861 -1.366 -0.396 0.551
H 6.570 -0.702 -1.866 0.014
C -7.653 1.618 1.511 -1.485
Cl -6.236 1.389 2.544 0.540
Cl -7.801 3.320 1.041 0.504
Cl -7.578 0.581 0.077 0.599
H -8.538 1.342 2.080 0.024
C 2.740 6.553 0.110 -1.512
Cl 2.403 5.023 0.936 0.470
Cl 3.082 6.271 -1.603 0.531
Cl 1.388 7.679 0.295 0.513
H 3.622 7.000 0.566 0.011
C 0.402 7.406 4.464 -1.504
Cl -0.339 6.784 5.946 0.535
Cl 2.118 6.973 4.400 0.512
Cl -0.450 6.792 3.041 0.536
H 0.322 8.491 4.470 0.018
C 9.734 -3.644 -4.085 -1.543
Cl 11.166 -3.882 -3.073 0.526
Cl 9.589 -1.949 -4.567 0.515
Cl 9.797 -4.692 -5.509 0.524
H 8.854 -3.911 -3.502 -0.025
C 14.514 -2.008 -4.090 -1.553
Cl 15.946 -2.243 -3.077 0.514
Cl 14.366 -0.312 -4.571 0.515
Cl 14.580 -3.055 -5.514 0.511
H 13.635 -2.276 -3.508 -0.026
C 5.219 4.951 4.389 -1.525
Cl 6.730 5.827 4.100 0.513
Cl 4.131 5.109 3.001 0.438
Cl 5.543 3.247 4.734 0.531
H 4.731 5.389 5.259 0.005
C -7.178 -2.804 -3.838 -1.511
Cl -8.666 -3.634 -4.320 0.508
Cl -7.525 -1.554 -2.636 0.580
Cl -5.997 -3.960 -3.209 0.532
H -6.753 -2.325 -4.718 0.012

---

66
Properties=species:S:1:pos:R:3:lowdin_spin:R:1 method="wB97M-V/def2-TZVPD" de_lowest_kcal_mol=844.3 multiplicity=2 lumo_energy_ev="-7.9 / -7.9" charge=+2
Ir 0.011 0.267 -0.017 0.373
C -0.276 -2.185 -2.894 0.001
C -0.599 -2.919 -1.558 0.000
O -0.389 -2.055 -0.336 0.004
C -0.536 -2.732 0.913 0.001
C 0.838 -2.782 1.614 0.000
O 1.418 -1.455 1.675 0.011
C 2.856 -1.451 1.832 0.001
C 3.651 -1.532 0.526 -0.002
O 3.364 -0.325 -0.264 0.010
C 2.398 -0.278 -1.078 -0.001
C 0.035 0.111 -2.518 -0.028
O -0.923 -0.812 -2.884 -0.022
H -0.656 -2.719 -3.760 0.000
H 0.775 -2.026 -2.970 0.000
H 0.026 -3.809 -1.475 0.000
H -1.655 -3.187 -1.575 0.000
H -0.917 -3.741 0.756 0.000
H -1.247 -2.159 1.511 0.001
H 1.511 -3.452 1.071 0.000
H 0.709 -3.147 2.637 0.000
H 3.152 -2.279 2.483 0.000
H 3.108 -0.510 2.320 0.000
H 3.407 -2.413 -0.072 0.000
H 4.721 -1.470 0.703 0.000
H 0.799 -0.674 -1.324 -0.002
H 1.362 -1.181 -2.457 0.003
H -0.510 1.030 -2.809 -0.002
H 1.215 0.973 -1.540 0.002
Cl 1.366 -0.028 -2.008 0.031
C 2.106 0.471 -3.134 0.026
C 2.779 0.633 -4.287 0.002
C 3.088 1.843 -4.844 -0.015
C 2.836 3.087 -4.240 -0.039
C 2.268 3.341 -2.960 -0.011
Cl 2.305 5.006 -2.458 -0.005
C 1.698 2.491 -2.028 -0.112
S 0.986 2.406 -0.527 -0.057
H 3.034 -0.292 -4.804 0.002
H 3.566 1.826 -5.814 0.000
H 3.127 3.971 -4.791 -0.002
C -0.748 -0.457 4.161 0.009
Si -0.900 1.092 3.115 0.033
C 0.722 2.002 2.833 0.007
C -2.218 2.258 3.758 0.005
N -1.305 0.597 1.386 0.405
C -2.616 0.599 0.965 0.043
C -2.944 0.983 -0.361 0.100
C -4.251 0.978 -0.797 -0.006
C -5.279 0.631 0.076 0.133
C -4.980 0.255 1.384 -0.004
C -3.677 0.232 1.825 0.093
H -0.718 -0.175 5.214 0.001
H 0.170 -1.001 3.938 0.000
H -1.589 -1.139 4.031 0.000
H 1.259 2.135 3.773 0.001
H 0.533 2.990 2.411 0.000
H 1.365 1.454 2.142 0.002
H -1.756 3.021 4.385 0.000
H -2.947 1.735 4.378 0.001
H -2.756 2.765 2.957 0.000
H -2.161 1.349 -1.013 0.003
H -4.475 1.278 -1.811 -0.003
H -6.307 0.680 -0.255 0.006
H -5.779 -0.018 2.060 -0.002
H -3.450 -0.087 2.833 0.003

---

62
Properties=species:S:1:pos:R:3:nbo_charge:R:1 method="wB97M-V/def2-TZVPD" de_lowest_kcal_mol=19.4 multiplicity=1 lumo_energy_ev="-4.8 / -4.8" charge=+1
Ir -0.210 0.472 -1.094 1.198
N -1.964 0.990 -0.179 -0.702
C -3.089 1.179 -1.151 -0.366
C -2.627 0.934 -2.576 0.765
O -3.389 0.964 -3.491 -0.512
O -1.320 0.657 -2.695 -0.719
H -2.204 0.292 0.525 0.424
H -1.789 1.856 0.323 0.419
H -3.472 2.195 -1.069 0.250
H -3.898 0.491 -0.918 0.253
C 0.139 -3.167 -2.108 -0.606
C -1.151 -2.676 -1.460 -0.219
C -2.385 -3.258 -2.137 -0.612
C -1.141 -2.849 0.048 -0.015
C -1.782 -3.911 0.665 -0.207
C -1.814 -4.022 2.048 -0.171
C -1.235 -3.045 2.832 -0.211
C -0.566 -1.962 2.263 -0.023
C -0.029 -0.874 3.180 -0.253
C -1.173 -0.228 3.967 -0.591
C 1.045 -1.406 4.131 -0.597
C -0.487 -1.910 0.863 0.134
N 0.367 -0.906 0.274 -0.490
C 1.631 -0.877 0.607 0.152
C 2.341 0.248 0.176 0.007
C 3.619 0.765 0.276 -0.138
C 3.590 2.014 -0.352 -0.317
C 2.300 2.252 -0.819 0.264
N 1.538 1.151 -0.520 -0.527
C 1.841 3.528 -1.483 -0.098
C 1.964 4.662 -0.452 -0.591
C 2.770 3.821 -2.673 -0.593
C 0.405 3.486 -1.995 -0.613
H 0.137 -2.958 -3.179 0.226
H 0.235 -4.246 -1.974 0.222
H 1.022 -2.699 -1.671 0.201
H -1.229 -1.587 -1.536 0.166
H -2.337 -4.347 -2.190 0.216
H -2.453 -2.888 -3.160 0.231
H -3.303 -2.989 -1.611 0.213
H -2.277 -4.655 0.056 0.228
H -2.315 -4.861 2.511 0.230
H -1.304 -3.117 3.910 0.223
H 0.422 -0.085 2.575 0.199
H -1.632 -0.938 4.658 0.217
H -1.961 0.137 3.304 0.192
H -0.802 0.613 4.554 0.222
H 0.640 -2.178 4.786 0.215
H 1.426 -0.603 4.762 0.222
H 1.886 -1.844 3.592 0.205
H 2.047 -1.673 1.213 0.236
H 4.469 0.294 0.745 0.243
H 4.421 2.694 -0.445 0.244
H 2.986 4.761 -0.088 0.220
H 1.314 4.487 0.407 0.208
H 1.674 5.608 -0.913 0.222
H 3.804 3.949 -2.352 0.217
H 2.456 4.743 -3.164 0.222
H 2.737 3.014 -3.405 0.219
H -0.312 3.340 -1.182 0.185
H 0.255 2.719 -2.756 0.223
H 0.169 4.447 -2.454 0.238

---

68
Properties=species:S:1:pos:R:3:nbo_charge:R:1 method="wB97M-V/def2-TZVPD" multiplicity=1 lumo_energy_ev="-4.3 / -4.8" charge=+1
Rh -0.040 -0.275 0.230 0.849
C -0.760 3.824 1.463 -0.686
C -1.092 2.508 0.822 0.340
N -0.004 1.678 0.601 -0.297
N 1.160 2.238 0.776 -0.354
C 2.257 1.568 0.557 -0.114
S 2.176 -0.009 -0.212 -0.006
S 3.820 2.266 0.797 0.324
C 3.529 3.375 2.242 -0.541
C 3.473 2.563 3.493 0.044
C 4.614 2.368 4.265 -0.231
C 4.558 1.590 5.409 -0.194
C 3.372 0.978 5.778 -0.213
C 2.235 1.159 5.007 -0.195
C 2.284 1.954 3.878 -0.254
C -2.408 2.188 0.430 -0.212
C -3.412 3.193 0.399 -0.141
C -4.694 2.946 -0.038 -0.270
C -5.059 1.677 -0.486 -0.137
C -4.127 0.659 -0.463 -0.301
C -2.814 0.860 -0.004 0.397
O -2.042 -0.182 0.050 -0.739
H 0.090 3.698 2.133 0.256
H -1.596 4.214 2.035 0.228
H -0.482 4.557 0.703 0.257
H 2.601 3.906 2.040 0.242
H 4.374 4.060 2.236 0.244
H 5.543 2.838 3.977 0.215
H 5.444 1.455 6.012 0.221
H 3.331 0.358 6.663 0.218
H 1.307 0.676 5.278 0.210
H 1.390 2.109 3.293 0.207
H -3.147 4.201 0.671 0.220
H -5.419 3.746 -0.051 0.229
H -6.048 1.492 -0.872 0.227
H -4.386 -0.337 -0.795 0.223
C -0.066 -3.690 -3.342 -0.410
N -0.575 -2.944 -2.206 -0.424
C -1.020 -1.606 -2.517 -0.423
C -0.185 -3.254 -0.948 0.664
N -0.025 -2.345 -0.023 -0.808
N 0.028 -4.585 -0.689 -0.441
C 0.778 -4.992 0.478 -0.418
C -0.919 -5.576 -1.164 -0.411
H 0.609 -3.052 -3.917 0.209
H -0.888 -4.004 -3.988 0.206
H 0.485 -4.564 -3.010 0.224
H -1.359 -1.582 -3.550 0.222
H -0.212 -0.861 -2.391 0.192
H -1.857 -1.329 -1.875 0.238
H 0.242 -2.764 0.866 0.380
H 1.652 -4.353 0.605 0.226
H 1.128 -6.011 0.317 0.228
H 0.176 -4.986 1.396 0.171
H -1.616 -5.127 -1.865 0.225
H -1.487 -5.973 -0.317 0.196
H -0.406 -6.406 -1.650 0.209
C -4.065 -0.431 2.943 -0.440
N -2.641 -0.192 2.928 -0.538
C -1.722 -1.144 2.829 0.355
N -2.078 -2.432 2.838 -0.760
S -0.067 -0.744 2.814 -0.086
H -4.584 0.522 2.959 0.245
H -4.348 -0.997 3.834 0.212
H -4.377 -0.977 2.051 0.216
H -2.309 0.761 2.898 0.435
H -3.040 -2.726 2.868 0.413
H -1.358 -3.126 2.731 0.425

---

69
Properties=species:S:1:pos:R:3:lowdin_spin:R:1 method="wB97M-V/def2-TZVPD" de_lowest_kcal_mol=148.9 multiplicity=7 lumo_energy_ev="-2.9 / -4.5" charge=+1
Tb -0.956 -0.722 0.366 4.086
C -0.198 2.503 -1.974 0.000
C -0.084 2.800 -0.461 0.000
N 0.132 1.627 0.410 -0.006
C 0.280 2.076 1.815 0.002
C 0.032 0.949 2.824 0.000
N -1.317 0.361 2.683 -0.010
C -2.385 1.248 3.189 0.000
C -3.170 1.918 2.059 0.000
C -3.984 0.919 1.227 0.000
N -3.250 0.441 0.044 -0.010
C -3.340 1.373 -1.089 0.000
C -2.670 0.731 -2.310 0.000
N -1.330 0.224 -1.961 -0.007
C -0.207 1.050 -2.454 0.000
H 0.649 2.967 -2.480 0.000
H -1.091 2.996 -2.357 0.000
H -1.000 3.294 -0.121 0.000
H 0.734 3.521 -0.318 0.000
H 1.051 1.248 0.147 0.003
H -0.429 2.887 2.002 0.000
H 1.284 2.476 1.997 0.002
H 0.169 1.364 3.833 0.000
H 0.780 0.151 2.688 0.000
H -1.320 -0.476 3.277 0.000
H -1.958 2.017 3.844 0.000
H -3.088 0.669 3.796 0.000
H -2.494 2.458 1.400 0.000
H -3.847 2.651 2.500 0.000
H -4.928 1.381 0.914 0.000
H -4.233 0.055 1.849 0.000
H -3.705 -0.426 -0.262 0.000
H -2.846 2.305 -0.813 0.000
H -4.384 1.615 -1.340 0.000
H -2.631 1.449 -3.136 0.000
H -3.289 -0.113 -2.632 0.000
H -1.209 -0.680 -2.434 0.001
H -0.233 1.083 -3.553 0.000
H 0.722 0.543 -2.168 0.001
O -2.554 -2.191 0.489 -0.008
N -2.720 -3.163 1.378 0.001
C -3.914 -3.779 1.422 0.000
C -4.172 -4.781 2.320 0.000
C -3.146 -5.198 3.175 0.000
C -1.933 -4.561 3.122 0.000
C -1.715 -3.499 2.233 0.000
S -0.259 -2.608 2.259 -0.007
H -4.641 -3.413 0.709 0.000
H -5.151 -5.229 2.350 0.000
H -3.309 -5.999 3.875 0.000
H -1.117 -4.839 3.766 0.000
S 4.754 1.419 0.631 0.704
C 3.953 0.211 -0.117 0.433
S 2.491 -0.572 0.568 0.148
C 2.199 -1.299 -1.069 0.089
N 3.158 -1.059 -1.876 0.043
N 4.146 -0.300 -1.355 0.311
C 5.316 -0.116 -2.129 0.017
C 5.189 -0.050 -3.512 0.045
C 6.322 0.061 -4.297 -0.001
C 7.576 0.119 -3.711 0.055
C 7.695 0.038 -2.333 -0.005
C 6.572 -0.086 -1.536 0.058
S 0.756 -2.128 -1.380 0.042
H 4.207 -0.102 -3.954 0.002
H 6.228 0.097 -5.370 -0.001
H 8.462 0.209 -4.322 0.003
H 8.671 0.055 -1.873 -0.001
H 6.677 -0.169 -0.466 0.009

---

61
Properties=species:S:1:pos:R:3:nbo_charge:R:1 method="wB97M-V/def2-TZVPD" de_lowest_kcal_mol=0.0 multiplicity=1 smiles=COc1ccc(CCNC[C@H](O)COc2ccc(OC)cc2C(C)(C)C)cc1 lumo_energy_ev=0.7
C -2.222 2.124 1.998 -0.255
O -2.407 0.751 1.750 -0.502
C -2.472 0.330 0.454 0.287
C -2.220 1.123 -0.658 -0.256
C -2.339 0.583 -1.929 -0.220
C -2.702 -0.742 -2.126 -0.051
C -2.834 -1.311 -3.509 -0.415
C -1.487 -1.572 -4.209 -0.210
N -0.804 -2.721 -3.639 -0.632
C 0.035 -2.470 -2.487 -0.254
C 1.327 -1.655 -2.767 0.061
O 2.478 -2.332 -2.327 -0.710
C 1.265 -0.248 -2.148 -0.086
O 1.267 -0.401 -0.746 -0.537
C 1.257 0.722 0.043 0.255
C 1.130 1.999 -0.493 -0.262
C 1.129 3.120 0.312 -0.260
C 1.256 2.979 1.687 0.268
O 1.234 4.137 2.419 -0.500
C 1.368 4.052 3.815 -0.250
C 1.386 1.704 2.223 -0.274
C 1.392 0.561 1.434 0.057
C 1.567 -0.817 2.060 -0.101
C 1.637 -0.776 3.591 -0.605
C 2.884 -1.424 1.554 -0.597
C 0.376 -1.710 1.687 -0.611
C -2.946 -1.527 -1.003 -0.205
C -2.834 -1.004 0.267 -0.241
H -3.014 2.722 1.536 0.175
H -1.248 2.472 1.643 0.186
H -2.273 2.237 3.080 0.195
H -1.934 2.157 -0.549 0.218
H -2.156 1.218 -2.785 0.206
H -3.401 -0.614 -4.131 0.209
H -3.375 -2.256 -3.466 0.217
H -0.877 -0.656 -4.184 0.156
H -1.699 -1.801 -5.257 0.200
H -0.257 -3.193 -4.351 0.358
H 0.336 -3.447 -2.097 0.210
H -0.564 -1.968 -1.727 0.212
H 1.459 -1.545 -3.851 0.178
H 2.444 -2.360 -1.363 0.470
H 0.353 0.262 -2.482 0.183
H 2.145 0.328 -2.467 0.184
H 1.029 2.137 -1.557 0.221
H 1.031 4.106 -0.111 0.225
H 2.328 3.609 4.102 0.175
H 1.326 5.078 4.176 0.200
H 0.552 3.477 4.265 0.172
H 1.485 1.599 3.288 0.215
H 2.490 -0.199 3.939 0.205
H 0.723 -0.366 4.014 0.210
H 1.751 -1.792 3.965 0.215
H 3.728 -0.840 1.919 0.209
H 2.921 -1.430 0.470 0.208
H 2.990 -2.445 1.912 0.206
H 0.297 -1.837 0.614 0.231
H -0.546 -1.261 2.049 0.217
H 0.489 -2.691 2.146 0.202
H -3.227 -2.562 -1.131 0.217
H -3.031 -1.611 1.136 0.223

---

79
Properties=species:S:1:pos:R:3:lowdin_charge:R:1 method="wB97M-V/def2-TZVPD" de_lowest_kcal_mol=57.3 multiplicity=1 lumo_energy_ev=3.2 charge=-2
Sn -1.139 0.735 -0.055 0.885
C 1.717 -1.380 1.925 -0.257
As 1.285 0.437 1.379 1.155
C 0.888 1.173 3.135 -0.257
C 3.030 1.327 1.202 -0.306
C 4.032 1.060 0.075 -0.651
C 5.274 1.908 0.393 -0.070
C 3.514 1.576 -1.270 -0.362
As 2.048 0.640 -2.204 1.121
C 3.137 -0.521 -3.353 -0.314
C 1.852 2.099 -3.504 -0.357
C 4.384 -0.428 -0.055 -0.377
As 5.332 -1.526 1.301 1.153
C 7.186 -1.035 0.833 -0.356
C 5.329 -0.521 3.009 -0.358
H 2.384 -1.336 2.785 0.016
H 2.162 -1.946 1.107 0.002
H 0.794 -1.865 2.235 0.000
H 1.772 1.049 3.764 0.032
H 0.043 0.636 3.560 -0.001
H 0.645 2.229 3.051 0.008
H 3.501 1.101 2.161 0.052
H 2.761 2.385 1.214 0.069
H 5.010 2.968 0.395 0.089
H 6.044 1.751 -0.367 0.083
H 5.699 1.663 1.366 0.047
H 4.350 1.614 -1.979 0.076
H 3.152 2.600 -1.141 0.070
H 3.926 0.054 -3.844 0.019
H 2.492 -0.965 -4.113 0.020
H 3.567 -1.325 -2.759 -0.008
H 2.834 2.391 -3.884 0.019
H 1.382 2.948 -3.010 -0.010
H 1.214 1.793 -4.333 0.009
H 5.028 -0.567 -0.931 0.072
H 3.481 -0.999 -0.294 0.001
H 7.399 -1.390 -0.175 0.013
H 7.865 -1.540 1.522 0.004
H 7.367 0.038 0.879 0.002
H 4.352 -0.563 3.486 -0.011
H 5.643 0.518 2.931 0.000
H 6.035 -1.046 3.656 0.007
O 0.762 4.342 1.974 -0.349
Cl -0.008 3.951 0.823 0.625
O -0.565 5.092 0.170 -0.320
O -1.084 3.054 1.258 -0.454
O 0.840 3.204 -0.089 -0.469
Br -6.863 -2.911 1.929 0.668
C -5.186 -2.036 1.924 -0.760
C -4.298 -2.223 2.971 -0.766
Br -4.730 -3.345 4.431 0.665
C -3.063 -1.566 2.945 -0.636
Br -1.758 -1.814 4.295 0.759
C -2.719 -0.721 1.904 -0.423
O -1.555 -0.099 1.832 -0.307
C -3.622 -0.534 0.825 -0.429
O -3.230 0.244 -0.146 -0.273
C -4.841 -1.203 0.854 -0.643
Br -5.979 -0.933 -0.625 0.756
C -0.582 -5.288 -2.536 -0.061
C -0.715 -3.918 -1.952 -0.266
C -0.814 -3.725 -0.580 0.000
C -0.881 -2.449 -0.076 -0.108
N -0.871 -1.368 -0.863 -0.052
C -0.821 -1.543 -2.188 -0.153
C -0.748 -2.791 -2.761 -0.004
H -0.114 -5.960 -1.820 0.075
H 0.043 -5.254 -3.425 0.077
H -1.565 -5.684 -2.809 0.083
H -0.795 -4.568 0.098 0.123
H -0.940 -2.265 0.986 0.094
H -0.834 -0.641 -2.787 0.044
H -0.675 -2.879 -3.836 0.121
O 3.881 -3.609 -1.194 -0.067
N 2.662 -3.562 -1.440 -0.574
O 2.077 -4.543 -1.945 -0.044
O 2.019 -2.514 -1.169 -0.109
I -1.663 2.215 -2.430 0.269
I -2.244 3.453 -5.183 -0.421

---

Summary of E in Eh
-13528.21570 -2962.43283 -1315.06555 -2659.68861 -3771.65050 -1251.89752 -19956.58316
(order as listed above)